No. 1
ORCA calculation (ωB97M-V with the def2-TZVPD basis set) on a molecular structure, C37H33F6N7O2S3SbSr at a distorted geometry.

Computed properties:
Multiplicity: 2
Electronic energy, hartree: -4028.46922
Total charge: 0
LUMO level (spin up / spin down), Eh: -0.01663 / -0.08605
ΔE to the lowest compared entry with this formula, charge and spin, eV: 2.705

```
90
Properties=species:S:1:pos:R:3:forces:R:3
Sr -0.07060 -0.85112 0.21004 -1.430 4.350 -0.287
N 4.02358 1.72091 1.17558 0.093 -0.319 -0.276
C 2.95691 1.01042 0.73380 -1.348 1.271 0.786
S 1.40252 1.58318 1.12783 0.869 -0.375 -0.130
N 3.29404 -0.07728 0.03217 1.508 -0.899 -0.630
N 2.42847 -0.90456 -0.47019 -0.620 0.057 0.491
C 2.57910 -1.54591 -1.57460 0.694 0.270 -0.275
C 3.65416 -1.22354 -2.54821 -0.017 0.086 -0.016
C 3.31411 -0.90926 -3.86284 -0.037 0.017 0.078
C 4.31646 -0.63302 -4.77943 0.049 0.015 -0.035
C 5.64905 -0.67615 -4.39368 -0.014 0.026 -0.030
C 5.98419 -0.97610 -3.08042 0.010 0.011 0.030
C 4.98901 -1.23746 -2.15212 0.021 -0.104 -0.011
C 1.61512 -2.60341 -1.94730 -0.171 -0.321 -0.221
C 1.98675 -3.59012 -2.85507 0.083 0.175 0.075
C 1.05495 -4.53860 -3.24101 -0.139 -0.013 0.036
C -0.22403 -4.47432 -2.71791 0.145 -0.021 -0.052
C -0.49793 -3.48626 -1.78617 -0.099 -0.018 -0.097
N 0.39319 -2.58300 -1.40110 0.336 -0.750 -0.914
H 3.84446 2.60092 1.62001 0.030 0.041 0.032
H 4.94610 1.50108 0.84074 -0.009 -0.029 -0.010
H 2.26680 -0.84647 -4.13843 -0.020 -0.027 0.000
H 4.05495 -0.38169 -5.79927 -0.005 0.003 0.010
H 6.42872 -0.46951 -5.11591 -0.004 0.005 0.004
H 7.02299 -1.00229 -2.77732 -0.004 -0.019 -0.002
H 5.24312 -1.47419 -1.12773 0.002 0.016 0.000
H 2.99379 -3.61214 -3.24347 -0.004 0.027 -0.055
H 1.32246 -5.30954 -3.95122 0.020 -0.003 0.010
H -0.99280 -5.17537 -3.00908 0.002 -0.010 0.020
H -1.48092 -3.41210 -1.33582 0.034 -0.010 0.042
O 0.05103 -0.33512 -3.72394 -0.097 0.034 0.011
C -0.41934 0.02123 -2.64296 -0.049 0.242 -0.208
O 0.19798 0.31526 -1.57431 0.268 1.238 -2.526
C -1.93395 0.13824 -2.48788 0.045 0.058 -0.003
C -2.72844 0.69373 -3.48136 -0.031 -0.021 -0.016
C -4.07273 0.89272 -3.21826 0.045 -0.026 0.010
C -4.58238 0.48637 -1.99226 -0.014 0.013 -0.027
C -3.72144 -0.10470 -1.08218 -0.069 -0.054 -0.013
N -2.41996 -0.25682 -1.30887 0.075 -0.152 -0.033
H -2.27650 0.96663 -4.42490 0.008 0.000 0.011
H -4.71815 1.35207 -3.95658 0.004 0.001 0.000
H -5.62930 0.62299 -1.75318 0.012 -0.022 0.012
H -4.08113 -0.46485 -0.12319 0.024 0.013 0.006
S -1.52052 2.66483 0.09913 -0.355 0.007 0.170
C -2.67014 2.92441 1.26145 0.507 0.614 -0.481
N -3.09266 4.14288 1.65800 -0.052 -0.214 0.030
C -4.24775 4.25458 2.53496 -0.105 -0.159 0.051
C -5.24352 3.18892 2.13681 0.047 0.193 -0.011
N -4.60298 1.88731 2.28885 0.222 0.108 -0.165
C -5.35219 0.82128 2.95210 -0.124 -0.046 -0.055
C -6.78005 0.76923 2.47099 0.005 0.048 0.040
C -7.05461 0.43134 1.14892 0.003 0.006 0.021
C -8.36167 0.39105 0.69126 0.030 -0.020 -0.052
C -9.41057 0.68684 1.55201 -0.011 0.018 0.016
C -9.14491 1.02042 2.87066 -0.062 0.004 0.014
C -7.83469 1.06256 3.32685 0.055 -0.035 -0.018
C -3.30524 1.75568 1.96139 -0.220 -0.589 0.355
S -2.41695 0.40778 2.33500 0.021 0.014 0.043
C -2.54020 5.39363 1.14123 -0.068 -0.012 -0.121
C -3.49100 6.05373 0.16676 0.021 -0.033 0.055
C -4.17624 7.21173 0.51459 0.034 0.006 -0.015
C -5.08457 7.78603 -0.36533 -0.031 0.032 -0.002
C -5.31566 7.20270 -1.60055 -0.020 0.030 -0.004
C -4.62984 6.04888 -1.95810 0.018 -0.037 -0.006
C -3.72222 5.47612 -1.08158 -0.008 0.019 0.041
H -4.68836 5.24208 2.40860 0.018 0.010 -0.022
H -3.95394 4.12829 3.58293 -0.003 0.050 -0.006
H -5.55683 3.35060 1.10062 -0.050 -0.030 0.020
H -6.12790 3.22264 2.76837 -0.001 -0.019 0.030
H -5.31720 0.96744 4.03633 0.037 0.004 -0.015
H -4.83869 -0.11298 2.73560 0.039 -0.012 0.033
H -6.23241 0.19650 0.48149 -0.034 0.003 0.009
H -8.56597 0.12071 -0.33703 0.005 0.003 0.002
H -10.43163 0.65433 1.19509 0.005 -0.003 0.000
H -9.95835 1.24954 3.54724 0.006 -0.008 -0.007
H -7.62970 1.31895 4.36028 0.005 0.005 -0.007
H -1.59389 5.15573 0.66217 0.036 0.008 0.029
H -2.35816 6.05316 1.99293 0.015 -0.008 0.003
H -3.99304 7.67895 1.47642 0.007 -0.027 0.008
H -5.61134 8.68901 -0.08405 0.007 -0.004 0.000
H -6.02463 7.64866 -2.28635 0.010 -0.004 0.001
H -4.79815 5.59684 -2.92745 0.000 0.000 0.009
H -3.17997 4.58039 -1.35642 0.009 -0.045 -0.015
F 0.86955 -1.52003 2.07811 0.789 -0.966 1.732
Sb 0.32847 -3.36696 1.90060 0.230 -1.666 1.962
F -1.15988 -2.55241 0.92376 -0.814 -2.252 0.646
F 1.75013 -3.56922 0.66454 -0.432 0.353 -0.101
F -0.33168 -5.00427 1.26524 0.031 0.035 0.192
F 1.58991 -3.91046 3.17822 -0.084 -0.148 -0.036
F -0.87646 -3.23714 3.34085 0.062 -0.006 -0.170
```
Positions in Å, forces in eV/Å.

=====

No. 2
ORCA calculation (ωB97M-V with the def2-TZVPD basis set) on a molecular structure, C2H4Cl3FN2 at a distorted geometry.

Computed properties:
Multiplicity: 1
Electronic energy, hartree: -1668.52603
Total charge: 0
LUMO level, Eh: 0.02557
ΔE to the lowest compared entry with this formula, charge and spin, eV: 0.541

```
12
Properties=species:S:1:pos:R:3:forces:R:3
C 0.87457 0.46229 0.30103 -3.693 -2.810 -2.983
C -0.75497 -0.33760 -0.31810 3.030 1.371 0.901
N 0.77053 0.49517 1.63193 0.735 2.539 0.977
N -0.67954 -0.54844 -1.68670 -1.168 -1.425 0.483
F 0.90873 1.64839 -0.31953 0.452 0.001 0.509
Cl 2.09508 -0.70779 -0.38010 0.075 0.749 0.214
Cl -2.06936 0.81339 0.23745 0.361 -0.458 -0.059
Cl -0.82601 -1.88415 0.46403 -0.407 -0.400 0.670
H 0.85631 -0.41339 2.06188 0.148 0.631 0.657
H 0.93511 1.46109 2.01522 -0.123 -2.109 0.201
H -0.77161 0.36895 -2.08852 -0.477 -0.229 -1.133
H -1.33885 -1.35791 -1.91860 1.066 2.140 -0.437
```
Positions in Å, forces in eV/Å.